Record 1
Entry from the OMol25 dataset: the molecule C4H4ClF (the ωB97M-V functional and the def2-TZVPD basis).

Calculated values
Orbital gap = 9.8 eV
SMILES string = C=C(F)/C=C/Cl

Structure (XYZ):
```
10
Properties=species:S:1:pos:R:3:forces:R:3
Cl -0.70177 -0.32425 -3.15464 0.28 0.18 0.45
F 0.68602 1.69865 1.18292 0.11 0.43 0.43
C -0.53995 -0.30528 -1.41719 0.35 0.67 -0.36
C 0.16043 -0.51454 1.63983 0.12 1.10 -0.76
C 0.27666 0.49419 -0.72926 -0.50 -0.41 -0.25
C 0.34079 0.47446 0.75646 0.07 -0.58 -0.27
H 0.24959 -0.32490 2.70294 -0.03 -0.06 -0.17
H 0.85735 1.25543 -1.26368 -0.05 -0.38 0.40
H -1.24537 -0.96900 -0.98353 -0.29 -0.51 0.51
H -0.08374 -1.48475 1.26615 -0.05 -0.44 0.00
```
Positions in Å, forces in eV/Å.

Record 2
Entry from the OMol25 dataset: a structure of composition C4H4ClF3 (the ωB97M-V functional and the def2-TZVPD basis).

Calculated values
Orbital gap = 10.4 eV

Structure (XYZ):
```
12
Properties=species:S:1:pos:R:3:forces:R:3
Cl 2.50881 -1.11924 -0.10382 -1.66 0.99 0.96
F 0.05170 1.86196 -0.79849 2.61 -0.98 2.74
F -2.49487 -0.28733 0.95478 2.19 -1.36 -2.53
F -1.86632 -1.30941 -1.19039 -1.31 0.42 0.55
C -1.47186 -0.45824 -0.20268 -2.12 -1.38 2.05
C -0.16599 -1.05144 0.15470 -2.69 -2.67 0.50
C 0.79875 -0.21720 0.23963 5.68 -0.74 -1.77
C 1.09508 1.23773 0.16254 0.14 1.97 1.15
H -1.50040 0.51937 -0.53516 0.17 1.67 -0.80
H -0.16483 -2.23580 0.08834 0.48 2.92 0.28
H 2.23781 1.51349 -0.30114 -3.74 -0.80 1.50
H 0.97211 1.54609 1.53170 0.24 -0.04 -4.63
```
Positions in Å, forces in eV/Å.

Record 3
Entry from the OMol25 dataset: the molecule C4H4ClF3 (the ωB97M-V functional and the def2-TZVPD basis).

Calculated values
Orbital gap = 11.8 eV
SMILES string = C=C(C(F)F)[C@@H](F)Cl

Structure (XYZ):
```
12
Properties=species:S:1:pos:R:3:forces:R:3
Cl -1.64948 -1.21970 -0.16376 -0.51 -0.01 -0.20
F 1.81249 -1.14886 -0.58465 0.20 -2.78 0.08
F -1.81640 1.28228 0.58277 0.30 -0.50 -0.14
F 2.03608 0.10145 1.26660 -0.09 -0.48 -1.00
C 0.18854 1.49573 -1.14795 -0.99 3.40 -4.46
C 1.70160 0.05510 -0.09014 0.22 1.66 0.60
C -0.93062 0.25373 0.50307 1.76 -1.27 1.12
C 0.31314 0.57106 -0.27482 -0.50 0.24 0.90
H 0.96467 1.77689 -1.88031 0.09 -0.14 0.86
H 2.45183 0.61933 -0.68112 -0.51 0.44 0.81
H -0.75454 2.03773 -1.44959 0.84 -0.94 0.91
H -0.54624 -0.06666 1.47138 -0.81 0.38 0.52
```
Positions in Å, forces in eV/Å.

Record 4
Entry from the OMol25 dataset: the molecule C4H4ClN (the ωB97M-V functional and the def2-TZVPD basis).

Calculated values
Orbital gap = 10.2 eV
SMILES string = C/C(C#N)=C\Cl

Structure (XYZ):
```
10
Properties=species:S:1:pos:R:3:forces:R:3
Cl 2.52880 -0.91374 0.02347 0.22 0.36 -0.07
N -2.42585 -2.02661 0.08006 -1.81 -0.94 0.04
C 0.95263 -1.49165 -0.11806 -2.48 -2.39 0.08
C -1.42365 -1.51323 -0.06073 0.66 0.02 -0.04
C -0.28382 0.65488 0.05672 3.89 -0.12 -0.53
C -0.21650 -0.81037 -0.08169 3.26 -0.15 0.04
H -1.10663 0.80202 0.61855 -2.81 1.36 1.77
H -0.38900 1.03060 -0.96152 0.14 0.74 0.29
H 0.66577 1.00997 0.64796 -1.83 -0.32 -1.51
H 0.81498 -2.61664 -0.15076 0.77 1.43 -0.07
```
Positions in Å, forces in eV/Å.

Record 5
Entry from the OMol25 dataset: a cluster of 2 separate species, C4H4ClNO2S in total (the ωB97M-V functional and the def2-TZVPD basis).

Calculated values
Orbital gap = 9.3 eV

Structure (XYZ):
```
13
Properties=species:S:1:pos:R:3:forces:R:3
Cl 2.45189 0.93846 0.34025 -0.39 -0.21 0.13
S -0.94216 -2.11652 0.28219 -0.18 -0.32 -0.04
O 0.57496 0.11322 1.98600 0.60 0.04 0.23
O -1.49029 0.72984 0.64823 0.19 0.86 -1.58
N 0.10541 2.10802 -2.16971 0.23 0.85 -1.36
C -0.10639 -1.06943 -0.82336 -0.87 1.23 1.77
C 0.79795 0.56982 0.90620 1.46 0.05 1.05
C -0.26023 0.81241 -0.01391 -1.72 -3.05 0.05
C -0.06211 1.59305 -1.17017 -0.58 -0.05 0.56
H -0.00227 -2.37652 1.22385 0.02 0.30 -0.49
H -1.42550 1.01906 1.56878 0.41 -0.16 -0.11
H 0.90416 -1.26994 -0.98547 1.81 -0.03 0.27
H -0.54541 -1.05146 -1.79288 -0.96 0.48 -0.46
```
Positions in Å, forces in eV/Å.

Record 6
Entry from the OMol25 dataset: the molecule C4H4ClNOS (the ωB97M-V functional and the def2-TZVPD basis).

Calculated values
Orbital gap = 8.0 eV
SMILES string = O=CN/C(C=S)=C\Cl

Structure (XYZ):
```
12
Properties=species:S:1:pos:R:3:forces:R:3
Cl -2.73787 -0.29199 -0.21605 0.03 0.25 0.37
S 1.82911 -1.87489 -0.21348 -0.74 0.95 0.77
O 1.86324 2.05111 -0.46055 -1.40 -0.08 1.00
N -0.20008 1.42713 0.44826 0.27 -0.84 -0.60
C 1.15332 -0.59130 0.56616 3.32 -1.33 -0.14
C 0.73748 2.31377 -0.06906 0.52 0.88 -1.60
C -0.09310 -0.01079 0.31104 -1.88 1.88 0.43
C -1.15080 -0.81357 0.21192 -0.29 -1.40 -1.56
H -1.01816 -1.91746 0.06767 0.00 1.30 0.57
H -1.14798 1.75733 0.37722 -0.18 0.15 0.18
H 1.73674 -0.04889 1.31924 0.01 -0.25 -0.17
H 0.32069 3.38366 -0.24943 0.34 -1.52 0.75
```
Positions in Å, forces in eV/Å.

The records above yield ΔE to the lowest compared entry with this formula, charge and spin values of 0.20; 88.82; 17.18; 27.39; 10.17; 23.14 kcal/mol, respectively.
The records above yield HOMO energy values of -9.3; -10.8; -11.0; -9.8; -9.6; -9.0 eV, respectively.